[1]
C28H42As3N2O9P2Ti | ωB97M-V/def2-TZVPD

Geometry as XYZ:
```
87
Properties=species:S:1:pos:R:3:mulliken_spin:R:1
C -4.04 2.46 -0.90 -0.04
C -0.10 -3.26 -0.15 0.00
H -1.77 -2.66 -2.90 0.00
O 2.06 0.74 -3.99 0.00
C 0.46 -2.77 2.29 0.00
H -2.91 -2.77 0.90 0.00
H 4.82 -1.01 -0.46 0.00
H -1.37 1.25 3.47 0.00
H -5.78 2.56 2.54 0.00
P 3.28 0.43 -2.88 0.00
C -3.29 2.36 0.26 0.02
H 5.53 -1.07 1.20 0.00
H 3.43 0.16 3.53 0.00
C -5.41 2.65 -0.83 0.05
O 2.20 4.05 0.80 -0.01
H 3.16 -2.97 0.26 0.00
C 0.93 5.26 -2.95 0.01
H 4.91 0.48 0.59 0.00
H 2.05 -0.98 3.69 0.00
O -0.02 -0.88 -4.07 0.00
H -1.06 -5.37 3.03 0.00
H -3.40 -1.02 0.58 0.00
O 0.15 0.85 -2.35 0.02
C 3.01 -0.82 3.24 0.01
H 2.00 -2.09 -0.68 0.00
H 2.06 -4.90 2.03 0.00
C -0.55 -6.42 -0.83 0.00
H -0.90 -3.94 0.15 0.00
C -1.29 1.44 1.35 0.14
H 4.12 2.52 -3.39 0.00
As -1.21 -1.68 -0.71 0.01
H -0.43 -3.37 2.55 0.00
O 2.49 0.31 -1.53 -0.01
H -2.61 -3.64 -1.71 0.00
N -1.05 2.76 -0.65 0.19
C 4.74 -0.60 0.57 0.00
H 2.02 5.84 1.89 0.00
P 0.40 0.68 -3.86 0.00
C 0.97 3.62 -1.14 0.01
C 1.65 6.18 -2.19 -0.03
C 2.09 5.76 -0.95 0.02
H 1.22 -2.90 3.09 0.00
H 0.19 -6.00 -1.55 0.00
O 2.18 0.78 0.99 -0.01
H -2.04 -1.36 1.69 0.00
As 2.96 -0.80 1.27 0.01
C -1.86 2.25 0.28 0.04
C -1.34 -5.63 2.01 0.00
C -2.34 -2.63 -2.00 0.00
C -2.56 -1.71 0.78 0.01
C -5.36 2.49 1.56 0.04
H 1.93 7.13 -2.59 0.00
H -2.10 -6.44 2.06 0.00
N 0.27 2.69 -0.36 -0.16
H 2.24 -5.02 0.32 0.00
C 1.51 -4.75 1.11 0.00
C 2.73 5.03 1.71 0.00
H 3.03 4.47 2.60 0.00
H -1.53 -5.90 -0.91 0.00
O -0.24 1.68 -4.73 0.00
C 1.04 -3.26 0.91 0.00
H 0.55 5.46 -3.95 0.00
H -3.47 2.51 -1.81 0.00
H -3.23 -2.00 -2.22 0.00
C -3.97 2.27 1.50 -0.03
H 0.15 -1.70 2.21 0.00
C 1.75 4.53 -0.38 -0.04
C 0.66 3.99 -2.47 -0.02
H -1.80 -4.74 1.52 0.00
H 3.65 5.44 1.28 0.00
H -0.41 -1.06 -4.96 0.00
H -0.70 -7.51 -1.02 0.00
H -7.22 2.58 0.48 0.00
H 2.69 6.48 -0.35 0.00
Ti 0.98 0.87 -0.48 0.61
C -1.94 1.51 2.59 -0.11
C 2.22 -2.39 0.36 0.01
C -6.11 2.57 0.39 -0.02
H -5.96 2.83 -1.77 0.00
H 3.73 -1.61 3.53 0.00
O 3.92 1.93 -2.61 0.00
H 0.09 3.28 -3.07 0.00
H 0.31 -3.57 -1.11 0.00
O -0.27 0.64 1.06 0.07
C -3.28 1.88 2.66 0.18
As 0.23 -6.30 1.00 0.00
H -3.85 1.88 3.60 0.01
```

Properties
* frontier orbital gap (alpha / beta): 5.631 / 6.850 eV
* LUMO level (alpha / beta): -0.65 / -0.57 eV
* energy relative to the best compared isomer or geometry (same formula, charge and spin): 392.50 kJ/mol
* 2S+1: 2
* <S²>: 0.888
* HOMO energy (alpha / beta): -6.28 / -7.42 eV


[2]
C28H42As3N2O9P2Ti | ωB97M-V/def2-TZVPD

Geometry as XYZ:
```
87
Properties=species:S:1:pos:R:3:mulliken_spin:R:1
H 20.20 6.17 15.03 0.00
O 14.18 9.37 14.36 0.01
O 11.57 6.27 17.23 0.01
C 19.72 5.51 13.01 -0.01
H 10.05 6.82 9.51 0.00
H 9.49 6.34 17.30 0.00
O 15.52 10.24 16.32 0.00
C 10.30 6.54 11.98 0.00
O 12.88 10.58 17.91 0.00
C 13.80 7.54 19.82 -0.02
C 16.32 5.54 11.32 0.04
H 8.20 6.87 14.73 0.00
H 11.24 4.28 15.11 0.00
C 12.64 7.14 19.15 0.01
C 18.08 6.28 14.56 0.00
C 9.20 7.34 10.01 0.00
H 10.22 6.28 18.91 0.00
H 11.29 6.33 11.56 0.00
C 12.79 11.09 11.58 0.00
C 17.05 6.05 13.62 0.01
H 7.58 7.73 12.14 0.00
C 18.76 5.36 12.02 0.01
H 9.72 9.87 6.95 0.00
H 19.02 5.02 11.03 0.00
H 10.78 8.64 7.66 0.00
C 10.25 11.24 13.35 0.00
H 10.39 3.90 13.59 0.00
H 20.74 5.27 12.79 0.00
C 15.02 7.53 19.14 0.01
H 9.66 10.75 14.12 0.00
C 9.65 7.84 11.39 0.00
C 15.62 6.33 13.99 0.02
C 12.69 6.74 17.82 -0.04
H 16.58 5.28 10.28 0.00
C 14.66 6.31 12.97 0.05
Ti 12.79 8.05 14.57 0.90
N 15.31 6.70 15.25 0.10
C 7.63 10.08 9.59 0.00
O 11.96 9.34 15.85 -0.04
As 11.60 9.91 12.70 0.01
H 11.56 8.54 10.62 0.00
H 7.20 10.76 8.82 0.00
C 8.81 5.98 14.58 0.00
H 15.96 7.32 17.23 0.00
C 8.48 8.35 12.24 0.00
H 13.77 7.84 20.87 0.00
C 11.17 4.52 14.06 0.00
H 10.27 7.80 17.91 0.00
H 9.63 11.67 12.57 0.00
C 19.40 5.98 14.29 0.01
H 13.08 11.92 12.24 0.00
H 8.20 9.36 11.94 0.00
P 14.67 10.67 15.02 0.01
O 15.36 11.68 14.19 0.00
H 14.21 5.64 10.99 0.00
H 12.27 11.45 10.69 0.00
H 11.71 7.13 19.73 0.00
H 8.39 10.66 10.13 0.00
H 17.76 6.69 15.53 0.00
H 8.35 5.32 13.83 0.00
C 10.69 8.92 11.17 0.00
N 14.03 6.81 15.66 -0.08
C 13.90 6.94 17.05 0.01
O 13.28 11.46 15.43 0.00
H 13.68 10.48 11.34 0.00
H 12.16 4.36 13.59 0.00
As 10.66 6.46 13.93 0.04
C 10.01 9.36 7.88 0.00
H 10.29 9.76 10.57 0.00
H 10.82 12.01 13.85 0.00
H 10.45 10.11 8.55 0.00
H 8.93 5.46 15.53 0.00
H 15.94 7.71 19.70 0.00
C 15.05 7.23 17.79 -0.02
H 9.66 5.66 11.77 0.00
H 6.83 9.78 10.27 0.00
C 15.03 5.79 11.69 -0.03
O 13.44 6.77 13.23 -0.01
H 16.38 10.68 16.27 0.00
C 10.35 6.70 17.89 0.00
O 11.05 11.66 16.54 0.00
P 12.22 10.78 16.46 -0.01
C 17.38 5.63 12.29 -0.01
H 13.56 9.87 18.02 0.00
H 8.73 8.42 13.32 0.00
As 8.38 8.51 8.62 0.00
H 8.43 6.54 10.17 0.00
```

Properties
* frontier orbital gap (alpha / beta): 6.226 / 6.490 eV
* LUMO level (alpha / beta): -1.63 / -1.65 eV
* energy relative to the best compared isomer or geometry (same formula, charge and spin): 0.00 kJ/mol
* 2S+1: 2
* <S²>: 0.785
* HOMO energy (alpha / beta): -7.86 / -8.14 eV